A structure of composition C50H46AsKN4Si2 at a distorted geometry, computed with ωB97M-V/def2-TZVPD.

## Properties
relative energy (zero: lowest compared OMol25 entry of this formula, charge and spin) = 15.5 kcal per mole
E_tot = -151479.68123 eV
highest occupied orbital energy = -1.2603 eV

```
! wB97M-V def2-TZVPD RIJCOSX def2/J DEFGRID3
* xyz -2 1
K -0.087 -0.051 -0.244
C 4.628 2.818 -5.295
C 4.167 3.306 -4.079
C 3.493 2.473 -3.198
C 3.259 1.136 -3.517
C 3.730 0.656 -4.739
C 4.408 1.486 -5.623
C 2.530 0.244 -2.566
C 1.393 -0.388 -3.032
C 0.729 -0.074 -4.301
C -0.385 -0.829 -4.345
C -0.422 -1.622 -3.096
N 0.642 -1.330 -2.356
C -1.528 -2.466 -2.688
C -1.994 -2.489 -1.321
C -3.429 -2.554 -0.954
C -3.501 -2.385 0.378
C -2.116 -2.237 0.856
C -1.734 -2.024 2.162
C -2.776 -2.066 3.225
C -2.939 -0.966 4.070
C -3.912 -0.970 5.058
C -4.737 -2.076 5.227
C -4.580 -3.179 4.398
C -3.607 -3.172 3.407
C -0.391 -1.742 2.642
N 0.563 -1.203 1.903
C 1.684 -1.083 2.671
C 2.913 -0.588 2.219
C 3.978 -0.442 3.258
C 5.135 -1.217 3.211
C 6.121 -1.082 4.178
C 5.969 -0.162 5.208
C 4.821 0.618 5.261
C 3.835 0.477 4.295
C 3.278 -0.204 0.903
C 4.555 0.327 0.479
C 4.451 0.567 -0.862
C 3.110 0.173 -1.240
N 2.452 -0.273 -0.169
C 1.401 -1.600 4.001
C 0.103 -2.001 3.986
N -1.264 -2.311 -0.228
C -2.206 -3.330 -3.663
C -1.948 -3.324 -5.053
C -2.606 -4.163 -5.936
C -3.537 -5.094 -5.494
C -3.743 -5.192 -4.125
C -3.081 -4.358 -3.239
H 5.156 3.470 -5.981
H 4.329 4.345 -3.817
H 3.131 2.854 -2.252
H 3.558 -0.385 -4.986
H 4.768 1.093 -6.566
H 1.033 0.678 -5.014
H -1.162 -0.766 -5.090
H -4.254 -2.627 -1.644
H -4.395 -2.300 0.976
H -2.308 -0.097 3.915
H -4.036 -0.099 5.689
H -5.498 -2.077 5.999
H -5.214 -4.049 4.525
H -3.476 -4.033 2.762
H 5.252 -1.931 2.404
H 7.012 -1.697 4.130
H 6.739 -0.055 5.963
H 4.696 1.342 6.058
H 2.939 1.086 4.327
H 5.419 0.514 1.100
H 5.217 0.960 -1.513
H 2.092 -1.670 4.827
H -0.449 -2.449 4.799
H -1.191 -2.675 -5.457
H -2.368 -4.099 -6.993
H -4.046 -5.754 -6.187
H -4.408 -5.953 -3.731
H -3.212 -4.532 -2.183
C -0.260 5.497 1.187
Si 0.075 3.638 1.007
C 0.335 3.450 -0.865
C 1.788 3.390 1.753
As -1.420 2.299 2.128
Si -3.127 2.379 0.609
C -3.657 4.090 -0.013
C -4.657 1.630 1.432
C -2.943 1.376 -0.988
H 0.525 6.090 0.703
H -0.292 5.763 2.247
H -1.222 5.776 0.749
H 1.011 4.233 -1.227
H -0.604 3.547 -1.418
H 0.802 2.499 -1.142
H 2.521 4.087 1.333
H 2.145 2.372 1.561
H 1.753 3.537 2.836
H -3.864 4.756 0.829
H -4.554 4.021 -0.638
H -2.863 4.548 -0.610
H -4.950 2.201 2.317
H -4.439 0.606 1.751
H -5.503 1.602 0.737
H -2.073 1.672 -1.585
H -3.823 1.499 -1.629
H -2.855 0.310 -0.759
*
```